Here is C39H45AsIrN8PSi as an isolated structure from OMol25. Energies are from the ωB97M-V functional and the def2-TZVPD basis.

HOMO	-12.6	eV
calculated total energy	-4921.8475	a.u.
energy above the lowest of the compared OMol25 structures with the same formula, charge and spin	23.3	kcal per mole
charge	+2
strongest force on any atom	0.9	eV Å⁻¹

Last column: Mulliken charge in e.
Atoms and positions in Å:
Ir1 0.22340 0.14420 0.70052  2.270
C1 5.64212 1.43395 0.37038  -0.815
N1 4.38075 0.77364 0.04897  0.203
C2 4.24386 -0.32988 -0.73987  -1.061
C3 2.91586 -0.63520 -0.75210  -0.733
N2 2.24093 0.26803 0.01274  0.532
C4 3.15177 1.11445 0.49216  -0.017
P1 2.87014 2.28502 1.84678  -0.364
C5 1.30602 2.97815 1.21593  -0.235
N3 0.24352 2.28725 0.79796  0.700
C6 -0.68058 3.20278 0.37865  -0.332
C7 -0.17329 4.45622 0.54922  -0.981
N4 1.08027 4.30118 1.07518  0.175
C8 1.98521 5.39077 1.42939  -0.830
C9 2.13379 1.04896 2.96976  -0.032
N5 1.19396 0.17463 2.62327  0.455
C10 0.91572 -0.56992 3.73823  -0.507
C11 1.71395 -0.14438 4.75729  -0.752
N6 2.47470 0.87711 4.26249  0.198
C12 3.47593 1.63012 5.01258  -0.810
H1 6.41377 1.02036 -0.27207  0.345
H2 5.56517 2.50269 0.18622  0.344
H3 5.91407 1.25689 1.40931  0.326
H4 5.08081 -0.78941 -1.23553  0.547
H5 2.42089 -1.42486 -1.27066  0.561
H6 -1.65299 2.92362 0.00244  0.457
H7 -0.59714 5.42322 0.34355  0.501
H8 1.56266 6.31585 1.04885  0.346
H9 2.08870 5.46452 2.50999  0.330
H10 2.96088 5.23692 0.97502  0.329
H11 0.19137 -1.36727 3.75224  0.502
H12 1.79634 -0.47615 5.77729  0.456
H13 3.38406 1.36493 6.06155  0.333
H14 4.47769 1.37979 4.66921  0.310
H15 3.30419 2.69815 4.90368  0.336
C13 -2.66777 1.39718 2.53528  -1.343
C14 -2.37149 -0.06581 2.55422  0.382
C15 -3.06444 -0.96348 3.34256  -1.032
C16 -2.68723 -2.30727 3.34002  -1.340
C17 -1.65262 -2.76804 2.55864  -0.602
C18 -0.99765 -1.84439 1.72354  -0.126
N7 -1.38506 -0.52786 1.76842  1.010
N8 0.03535 -1.95692 0.85035  -0.070
Si1 0.36977 -3.61854 0.23344  0.385
C19 -1.18385 -4.64323 0.03877  -1.251
C20 1.16549 -3.71698 -1.46995  -0.952
C21 1.49352 -4.41014 1.50197  -1.250
H16 -3.56554 1.59994 1.94768  0.338
H17 -1.83855 1.95226 2.10195  -0.106
H18 -2.85425 1.76088 3.54454  0.523
H19 -3.87091 -0.61583 3.97149  0.574
H20 -3.20910 -3.00276 3.98518  0.495
H21 -1.34175 -3.79970 2.59826  0.655
H22 -1.90587 -4.19562 -0.64850  0.287
H23 -1.70210 -4.89597 0.96184  0.408
H24 -0.85843 -5.58663 -0.40763  0.538
H25 1.13194 -2.82550 -2.09189  -0.065
H26 0.61916 -4.48189 -2.02671  0.427
H27 2.20010 -4.05684 -1.39448  0.456
H28 1.01489 -4.52440 2.47597  0.341
H29 2.40226 -3.82115 1.64800  0.310
H30 1.79331 -5.40668 1.16850  0.424
C22 -3.56768 3.69154 -2.83695  -0.718
C23 -3.94804 2.91861 -1.74481  -0.546
C24 -3.15163 1.86204 -1.33906  -0.878
C25 -1.96626 1.57571 -2.01517  0.831
C26 -1.59286 2.34060 -3.10965  -0.617
C27 -2.39837 3.39911 -3.51834  -0.765
As1 -0.97430 -0.00132 -1.44087  1.448
C28 0.31042 -0.23189 -2.87185  0.504
C29 1.35303 0.69310 -2.91019  -0.670
C30 2.31333 0.62395 -3.90694  -0.880
C31 2.24609 -0.37924 -4.86475  -0.885
C32 1.21491 -1.30567 -4.82664  -0.699
C33 0.24480 -1.23255 -3.83571  -0.729
C34 -2.46533 -1.21596 -1.75694  1.116
C35 -2.96302 -1.23592 -3.06309  -1.266
C36 -4.11017 -1.94765 -3.36595  -0.983
C37 -4.79755 -2.61994 -2.36303  -0.695
C38 -4.33383 -2.56635 -1.06062  -0.727
C39 -3.17048 -1.86958 -0.75689  -0.766
H31 -4.19331 4.51167 -3.16229  0.441
H32 -4.87269 3.13175 -1.22482  0.453
H33 -3.46679 1.23760 -0.50691  0.374
H34 -0.68317 2.11990 -3.65407  0.432
H35 -2.11063 3.98943 -4.37814  0.463
H36 1.40978 1.47799 -2.16236  0.551
H37 3.11292 1.35265 -3.94079  0.517
H38 2.99529 -0.43588 -5.64295  0.427
H39 1.16299 -2.08993 -5.56987  0.462
H40 -0.54282 -1.97447 -3.80889  0.510
H41 -2.47696 -0.66906 -3.84629  0.615
H42 -4.47917 -1.96067 -4.38268  0.467
H43 -5.69976 -3.16830 -2.59772  0.426
H44 -4.87336 -3.06946 -0.26901  0.505
H45 -2.84305 -1.84271 0.27217  0.779

Force components x, y, z for each atom (eV/Å):
0.737 -0.481 0.341
0.044 0.021 0.007
-0.059 0.001 -0.058
-0.023 -0.034 -0.032
0.083 -0.034 -0.012
-0.324 0.043 -0.113
-0.049 -0.012 0.270
-0.308 0.023 -0.049
0.148 -0.108 0.043
0.206 -0.378 -0.162
-0.226 0.147 0.034
0.111 -0.115 0.061
-0.159 0.006 -0.079
0.012 0.042 0.024
0.024 0.136 -0.241
-0.193 0.089 -0.056
0.048 -0.138 -0.027
-0.014 0.045 -0.005
-0.056 -0.015 0.033
0.036 -0.005 0.023
0.005 0.011 0.005
0.001 -0.006 0.006
0.002 -0.003 -0.008
0.008 -0.009 0.005
-0.162 -0.220 -0.139
0.275 0.077 0.065
0.015 0.019 0.007
0.015 0.005 0.010
0.001 0.004 -0.005
-0.004 -0.002 0.001
0.039 0.076 -0.018
0.010 -0.008 0.006
0.008 0.008 -0.002
-0.004 0.002 0.007
0.003 -0.004 0.000
-0.022 0.065 -0.001
0.099 -0.181 0.035
-0.004 0.080 -0.016
-0.046 -0.005 0.048
0.110 0.034 -0.077
-0.126 0.406 -0.116
-0.040 -0.050 -0.141
-0.606 -0.197 0.121
0.299 0.139 0.101
-0.103 0.048 0.107
0.018 0.156 0.125
0.020 -0.050 -0.142
0.001 -0.005 -0.017
-0.096 -0.058 0.131
-0.011 0.008 0.006
-0.003 0.016 -0.003
-0.001 -0.002 0.001
0.012 0.061 0.042
0.070 -0.008 0.027
-0.034 -0.027 -0.101
0.029 -0.012 -0.009
0.024 0.091 0.067
0.033 -0.026 0.035
0.046 0.081 -0.021
-0.037 0.027 0.017
-0.004 0.014 -0.028
0.014 -0.010 0.027
-0.015 0.023 0.009
-0.006 0.006 0.009
-0.082 -0.174 -0.042
0.104 -0.047 -0.005
0.083 0.025 0.069
0.030 0.033 -0.002
-0.015 0.175 -0.086
-0.051 0.033 0.017
-0.131 0.106 -0.139
-0.023 0.022 -0.034
0.006 0.014 0.005
0.009 -0.020 0.002
-0.021 -0.047 0.089
0.137 0.022 -0.074
0.056 0.018 0.026
-0.017 -0.005 0.000
-0.006 0.007 -0.021
0.001 -0.039 0.011
0.088 0.027 0.201
-0.007 0.001 -0.005
-0.002 -0.002 0.008
-0.009 0.020 -0.039
-0.041 -0.001 -0.014
0.003 -0.001 -0.004
-0.005 -0.004 -0.032
0.001 0.007 0.005
0.001 -0.002 -0.006
-0.007 -0.002 -0.001
-0.018 0.023 -0.004
0.047 0.007 -0.032
0.003 -0.003 -0.002
-0.004 0.000 0.000
0.000 -0.002 0.005
0.002 -0.002 -0.075